(1)
Entry from the OMol25 dataset: 2 unconnected molecules or ions with the total composition C4H14N2O (ωB97M-V/def2-TZVPD).

Values from the calculation:
energy relative to the best compared isomer or geometry (same formula, charge and spin) = 6.3 kcal per mole
strongest force on any atom = 0.022 hartree/bohr
gap between HOMO and LUMO = 11.7 eV
molecular weight = 106.17 g mol⁻¹

The geometry in ORCA input format:
```
! wB97M-V def2-TZVPD RIJCOSX def2/J DEFGRID3
* xyz 2 1
C 0.6129 -0.8126 1.0819
C 0.2480 -1.0185 -0.3800
C 0.4726 0.2405 -1.1844
C 1.6225 0.7105 -1.6174
N -0.7601 0.9972 -1.5414
N 0.3308 -2.0762 1.8986
H 0.0836 -0.0231 1.5883
H 1.6640 -0.6095 1.2890
H -0.7980 -1.3037 -0.4434
H 0.8405 -1.8415 -0.7755
H 1.6753 1.6196 -2.2127
H 2.5854 0.2644 -1.4528
H -1.3987 0.3958 -2.0697
H -1.2325 1.5009 -0.7292
H -0.5035 1.7114 -2.2306
H 0.2686 -1.8596 2.8957
H 1.0609 -2.7870 1.8442
H -0.5428 -2.5361 1.6536
H -1.5635 2.6822 1.3492
H -2.7775 2.5582 0.4536
O -1.8883 2.1871 0.5832
*
```

(2)
Entry from the OMol25 dataset: a molecular structure, C28H30ClN3O3Ru (ωB97M-V/def2-TZVPD).

Values from the calculation:
energy relative to the best compared isomer or geometry (same formula, charge and spin) = 7.7 kcal per mole
strongest force on any atom = 0.011 hartree/bohr
gap between HOMO and LUMO (alpha / beta) = 5.3 / 5.8 eV
molecular weight = 593.09 g mol⁻¹

The geometry in ORCA input format:
```
! wB97M-V def2-TZVPD RIJCOSX def2/J DEFGRID3
* xyz 1 6
Ru -0.2070 0.4102 -0.0473
Cl -5.1096 -3.1975 4.0548
C -3.9853 -2.1404 3.2703
C -3.8674 -0.8251 3.7099
C -2.9693 0.0131 3.0688
C -2.1962 -0.4535 2.0206
O -1.3572 0.4399 1.4359
C -2.2975 -1.7849 1.5678
C -1.5358 -2.3220 0.4986
N -0.5684 -1.6384 -0.1950
C 0.1882 -2.2732 -1.1541
C 0.2555 -3.6346 -1.4070
C 1.0466 -4.1224 -2.4656
C 1.7569 -3.2930 -3.2896
C 1.7082 -1.8946 -3.0677
C 2.3472 -0.9398 -3.8791
C 2.2020 0.4029 -3.6255
C 1.4365 0.8077 -2.5346
N 0.8616 -0.0734 -1.7257
C 0.9502 -1.4100 -1.9852
C -3.2285 -2.6169 2.2230
H -4.4726 -0.4694 4.5307
H -2.8601 1.0467 3.3689
H -1.7538 -3.3363 0.1942
H -0.2870 -4.3349 -0.7901
H 1.0828 -5.1910 -2.6313
H 2.3434 -3.6827 -4.1097
H 2.9377 -1.2761 -4.7224
H 2.6611 1.1496 -4.2564
H 1.2692 1.8522 -2.3081
H -3.3455 -3.6422 1.8988
O 0.6269 2.6134 1.1063
C 1.7326 3.0356 1.9006
C 3.0510 2.8839 1.1647
C 3.1404 1.5231 0.4648
C 2.8224 0.3900 1.3985
C 3.7460 0.0125 2.3652
C 3.4435 -1.0012 3.2526
C 2.2112 -1.6265 3.1524
C 1.3406 -1.2082 2.1695
N 1.6282 -0.2202 1.3046
H 0.3648 3.2727 0.4538
H 1.7131 2.3806 2.7730
H 1.5786 4.0562 2.2537
H 3.8580 2.9956 1.8934
H 3.1842 3.6751 0.4235
H 4.1344 1.3821 0.0378
H 2.4355 1.4989 -0.3624
H 4.6996 0.5219 2.4080
H 4.1567 -1.2995 4.0094
H 1.9232 -2.4259 3.8194
H 0.3709 -1.6714 2.0611
C -3.2711 2.1271 -0.6063
C -2.1809 1.9424 -1.6526
C -2.3963 0.6581 -2.4444
C -2.1090 3.1426 -2.5844
O -0.9053 1.9136 -0.9689
H -4.2452 2.2072 -1.0902
H -3.0944 3.0344 -0.0284
H -3.3035 1.2821 0.0823
H -3.3316 0.7204 -3.0013
H -2.4647 -0.2132 -1.7864
H -1.5883 0.4972 -3.1602
H -3.0365 3.2411 -3.1490
H -1.2868 3.0293 -3.2928
H -1.9539 4.0590 -2.0151
*
```